Record 1
Molecular formula: C10H21N2
Method: DFT, ωB97M-V with the def2-TZVPD basis set

Geometry as XYZ:
```
33
Properties=species:S:1:pos:R:3
C 3.0293 2.4076 -1.5536
C 1.9762 2.2174 -2.0913
C 0.5903 1.9253 -2.5164
C -0.0909 1.0222 -1.4228
C -1.4050 1.7100 -1.0033
N -2.1810 0.9353 0.0290
C -1.5121 0.8758 1.3876
C -1.4978 -0.5518 2.0018
C -0.0566 -1.1431 2.1224
C 0.2173 -2.0222 0.8676
C 1.7048 -2.4719 0.7698
N 1.9816 -2.9132 -0.6227
H 3.8833 2.3604 -0.9127
H 0.0135 2.8473 -2.6570
H 0.5976 1.3783 -3.4652
H 0.5949 1.0568 -0.5671
H -0.2541 -0.0012 -1.7758
H -1.1781 2.7072 -0.6113
H -2.0407 1.7674 -1.8977
H -3.0724 1.4153 0.1714
H -2.4183 0.0119 -0.3403
H -0.5128 1.3040 1.2814
H -2.0822 1.5162 2.0698
H -2.0022 -0.5323 2.9741
H -2.0730 -1.2423 1.3618
H 0.6804 -0.3270 2.1465
H 0.0495 -1.7365 3.0377
H -0.4706 -2.8776 0.8777
H 0.0433 -1.3785 -0.0096
H 1.9353 -3.2625 1.4928
H 2.3553 -1.6176 1.0005
H 1.1116 -3.3148 -0.9676
H 2.0834 -2.0658 -1.1777
```

**HOMO energy**: -12.1 eV
**Net charge**: +1
**2S+1**: 1
**Structure (SMILES)**: C#CCCC[NH2+]CCCCCN
**Energy relative to the best compared isomer or geometry (same formula, charge and spin)**: 41.6 kcal/mol
**LUMO level**: -3.3 eV


Record 2
Molecular formula: C4H7ClN
Method: DFT, ωB97M-V with the def2-TZVPD basis set

Geometry as XYZ:
```
13
Properties=species:S:1:pos:R:3
C -1.3751 0.0526 -0.7903
C 3.4942 -1.6365 0.2894
C -0.0287 0.7552 -0.6123
C 2.2883 -0.9362 0.1594
N -1.0762 1.3384 -0.1472
Cl 2.7950 0.7040 -0.1200
H -1.8465 0.1478 -1.7500
H -1.6154 -0.8196 -0.2299
H 3.5205 -2.7123 0.4759
H 4.4749 -1.2545 -0.0723
H 1.1193 0.7674 -0.5900
H 1.3770 -1.2801 0.5581
H -1.3748 2.1069 0.4286
```

**HOMO energy**: -13.6 eV
**Net charge**: +1
**2S+1**: 1
**Energy relative to the best compared isomer or geometry (same formula, charge and spin)**: 113.2 kcal/mol
**LUMO level**: -5.2 eV


Record 3
Molecular formula: C34H39N5NiO3P2S
Method: DFT, ωB97M-V with the def2-TZVPD basis set

Geometry as XYZ:
```
85
Properties=species:S:1:pos:R:3
Ni 0.3532 -0.6592 3.8467
C -1.0849 2.0992 3.4355
C -1.2233 0.9464 2.7233
C -0.8304 0.7579 1.2706
C 0.4536 -0.0458 1.0309
C 1.5262 0.1697 2.0804
C 1.8380 1.3621 2.6942
C 1.2582 2.6986 2.4583
C 0.0352 3.0786 3.3481
C 1.8620 -1.4838 4.7246
H -1.8545 2.3387 4.1711
H -2.0138 0.2473 3.0461
H -0.7729 1.7343 0.7726
H -1.6738 0.2190 0.7981
H 0.1830 -1.1113 1.0388
H 0.8460 0.1481 0.0224
H 2.3242 -0.5820 2.0633
H 2.5957 1.3189 3.4840
H 1.0011 2.8392 1.3980
H 2.0617 3.4211 2.7010
H 0.4040 3.3089 4.3666
H -0.4269 4.0239 3.0016
H 1.8032 -1.0126 5.7236
H 2.7297 -1.1188 4.1532
H 1.8299 -2.5871 4.8262
P 1.5931 -1.0878 -3.8928
P -1.5032 -0.5742 -3.5283
N 3.0239 -0.0834 -3.9562
N 2.3413 -2.3239 -5.0187
N -1.7961 1.1639 -3.4214
N -3.1595 -0.9453 -4.0829
C 0.6982 -0.2170 -5.2656
C -0.8056 -0.5487 -5.2498
C 3.4958 0.6051 -2.8316
C 4.5295 1.4399 -3.2281
C 4.6924 1.2868 -4.6427
C 3.7436 0.3719 -5.0635
C 2.4647 -3.6572 -4.6229
C 2.9123 -4.4137 -5.7020
C 3.0582 -3.5303 -6.8142
C 2.6938 -2.2647 -6.3682
C -1.5736 1.8375 -2.2162
C -1.6757 3.2037 -2.4418
C -1.9523 3.3881 -3.8306
C -2.0089 2.1299 -4.4055
C -4.0072 -0.2425 -4.9470
C -5.0992 -1.0396 -5.2732
C -4.8927 -2.3091 -4.6364
C -3.6862 -2.2387 -3.9508
H 1.0658 -0.4835 -6.2683
H 0.8699 0.8654 -5.1272
H -1.3351 0.1607 -5.9069
H -1.0017 -1.5526 -5.6699
H 3.0351 0.4283 -1.8730
H 5.1076 2.0906 -2.5923
H 5.4140 1.7754 -5.2835
H 3.5296 0.0363 -6.0647
H 2.2177 -3.9372 -3.6108
H 3.1109 -5.4770 -5.7021
H 3.3778 -3.7707 -7.8226
H 2.6611 -1.3500 -6.9411
H -1.3590 1.2695 -1.3259
H -1.5698 3.9833 -1.6960
H -2.0959 4.3246 -4.3590
H -2.1942 1.8613 -5.4373
H -3.7833 0.7568 -5.2698
H -5.9349 -0.7407 -5.8892
H -5.5509 -3.1641 -4.6916
H -3.1478 -2.9761 -3.3823
O -1.8696 -2.0731 5.5212
C -1.3979 -1.1263 6.1668
N -0.6177 -0.1285 5.5968
S -0.2654 1.1389 6.6485
O 1.1592 1.3466 6.7336
O -1.0904 2.3046 6.4199
C -0.8897 0.2480 8.0662
C -0.8423 0.5826 9.4259
C -1.3185 -0.3584 10.3635
C -1.8693 -1.5885 9.9379
C -1.9531 -1.8632 8.5655
C -1.4562 -0.9399 7.6369
H -0.4390 1.5498 9.7451
H -1.2746 -0.1444 11.4360
H -2.2180 -2.3228 10.6745
H -2.3855 -2.7878 8.1862
```

**HOMO energy (alpha / beta)**: -8.0 / -8.5 eV
**Net charge**: 0
**2S+1**: 3
**Energy relative to the best compared isomer or geometry (same formula, charge and spin)**: 0.0 kcal/mol
**LUMO level (alpha / beta)**: -0.1 / -0.5 eV


Record 4
Molecular formula: C5H10O2
Method: DFT, ωB97M-V with the def2-TZVPD basis set

Geometry as XYZ:
```
17
Properties=species:S:1:pos:R:3
C 2.3658 -0.6940 0.8490
C 1.6904 0.3769 0.4679
C 0.5228 0.3350 -0.4442
O 0.6902 -0.4152 -1.5918
C -0.6123 0.9926 -0.2444
C -1.6938 0.9800 -1.3227
H 2.0805 -1.7198 0.6044
H 3.2436 -0.6055 1.4690
H 2.0918 1.3456 0.7391
H 1.4570 -0.0616 -2.0751
H -0.9041 1.5026 0.6644
H -2.5959 1.4791 -1.0131
H -1.2896 1.4647 -2.2124
H -1.8456 -0.0384 -1.6837
O -1.7822 -1.7601 2.2968
H -1.4991 -0.8874 1.9921
H -1.9197 -2.2945 1.5047
```

**HOMO energy**: -8.9 eV
**Net charge**: 0
**2S+1**: 1
**Structure (SMILES)**: C=C/C(O)=C/C.O
**Energy relative to the best compared isomer or geometry (same formula, charge and spin)**: 57.3 kcal/mol
**LUMO level**: 0.7 eV


Record 5
Molecular formula: C2H6N4S
Method: DFT, ωB97M-V with the def2-TZVPD basis set

Geometry as XYZ:
```
13
Properties=species:S:1:pos:R:3
H -0.3767 2.0631 1.3082
N -0.6356 2.6115 0.4910
C -0.2990 1.9152 -0.5382
N 0.6022 0.8780 -0.5540
S 1.1436 0.2177 0.9509
C -0.1896 -0.8904 1.1787
N -0.5120 -1.8266 0.4301
N 0.1230 -1.8189 -0.8190
H -0.4229 2.3128 -1.6365
H 0.3670 0.0030 -1.1365
H -0.7299 -0.8316 2.1552
H 1.0942 -1.9270 -0.4719
H -0.1644 -2.7068 -1.3579
```

**HOMO energy**: -9.2 eV
**Net charge**: 0
**2S+1**: 1
**Structure (SMILES)**: [H]/N=C\NS/C=N\N
**Energy relative to the best compared isomer or geometry (same formula, charge and spin)**: 63.0 kcal/mol
**LUMO level**: 0.4 eV


Record 6
Molecular formula: C8F12O5S5Zr
Method: DFT, ωB97M-V with the def2-TZVPD basis set

Geometry as XYZ:
```
31
Properties=species:S:1:pos:R:3
Zr -0.3612 0.2347 0.3315
O -0.4441 6.3432 2.9663
C -0.2518 5.2748 2.4697
S -0.3089 4.9675 0.7174
C 0.0984 3.2724 0.8091
C 0.3235 2.7415 2.0317
S 0.7795 1.0795 2.3463
S 0.1477 3.8107 3.4057
S 0.2109 2.3855 -0.6926
F 3.8026 -1.7996 -0.5132
C 2.8529 -1.0042 -1.0074
F 2.7249 0.0451 -0.1796
F 3.2580 -0.5402 -2.1853
C 1.4863 -1.7541 -1.1453
O 0.4487 -0.8641 -1.2037
C 1.2182 -2.6111 0.1146
F 2.0836 -3.5643 0.3818
F 1.2189 -1.7150 1.1746
F -0.0078 -3.1232 0.0997
C 1.4853 -2.6387 -2.4261
F 1.4614 -1.8821 -3.5160
F 0.4053 -3.4246 -2.4468
F 2.5720 -3.4182 -2.4635
F -4.6270 -0.4014 -1.0628
C -3.3557 -0.4515 -0.7298
F -2.8551 -1.6492 -1.0065
F -2.6595 0.4465 -1.4606
S -3.0688 -0.0052 1.0677
O -1.9905 -0.9702 1.4110
O -4.2875 -0.0638 1.7727
O -2.3600 1.2792 0.9392
```

**HOMO energy**: -8.5 eV
**Net charge**: 0
**2S+1**: 1
**Energy relative to the best compared isomer or geometry (same formula, charge and spin)**: 16.9 kcal/mol
**LUMO level**: -1.3 eV